# 1
Molecular formula: C3H7Cl2FN2S
Method: DFT, ωB97M-V/def2-TZVPD

```
16
Properties=species:S:1:pos:R:3:forces:R:3
C 1.8031 0.4532 -0.0370 1.61 2.69 0.06
C -1.2001 1.3583 0.3002 -1.28 -0.23 2.83
C -1.2604 -0.1195 0.6270 -0.38 -0.16 -0.65
H 2.9189 0.9112 1.4712 -0.87 0.93 0.19
H 1.4893 1.9743 1.4370 0.06 0.01 -0.03
H 0.0433 1.5556 -0.8669 4.70 -2.43 -0.86
H 0.3178 -0.1644 -1.2905 1.99 3.50 -3.23
H -1.9546 1.8787 0.8741 -0.45 0.18 -0.17
H -0.2168 1.7090 0.6100 -0.80 0.37 0.54
H -1.1151 -0.2620 1.6899 0.19 0.00 0.13
N 2.1314 1.3558 0.9713 1.18 -1.29 -0.45
N 0.7330 0.6593 -0.7738 3.69 11.40 -4.93
F -1.3614 1.5914 -1.0385 -2.00 0.76 -0.70
S 2.6604 -0.9569 -0.1345 1.62 -0.23 -0.39
Cl -2.8520 -0.8109 0.2549 -0.16 0.15 -0.07
Cl 0.0342 -1.0051 -0.2049 -9.09 -15.66 7.73
```
Positions in Å, forces in eV/Å.

Properties
HOMO level ... -7.5 eV
LUMO energy ... 0.4 eV

***

# 2
Molecular formula: C13H33Cl2N2O2P2W
Method: DFT, ωB97M-V/def2-TZVPD

```
55
Properties=species:S:1:pos:R:3:forces:R:3
C 1.0354 -0.1200 -5.6026 -1.10 0.13 0.00
C 2.0504 -0.0781 -4.6064 6.34 0.08 1.54
H 1.4520 -0.1056 -6.6347 0.33 0.01 0.59
H 0.4017 0.7856 -5.4667 0.11 -0.57 -0.09
H 0.4682 -1.0624 -5.4633 0.02 0.45 -0.06
O 3.0458 -0.0530 -4.0017 -5.49 -0.09 -2.52
Cl -2.6571 -0.1700 -2.9147 1.06 0.03 -0.05
W -1.6858 -0.0700 -0.8435 -3.39 -0.32 -0.89
P -0.6535 2.0436 -1.1312 0.39 2.82 0.29
C 0.5991 2.7837 -0.0518 0.36 -0.27 0.23
C -0.0748 2.3471 -2.8139 -0.11 -0.01 -0.48
H 0.1649 3.4170 -2.9120 0.00 -0.34 0.05
H -1.8352 4.1514 -1.3769 -0.03 -0.26 0.12
H -0.8615 2.0849 -3.5277 0.06 0.09 0.10
H -2.9807 2.7646 -1.3811 0.14 0.28 0.07
H 1.4706 2.1256 0.0039 -0.08 0.15 0.08
H 0.8166 1.7547 -3.0232 0.11 0.10 0.09
C -2.0793 3.1843 -0.9140 -0.25 -0.38 -0.04
H 0.8963 3.7780 -0.4235 -0.27 -0.35 -0.05
H -2.2660 3.3317 0.1614 0.06 -0.06 -0.36
H 0.1980 2.8978 0.9642 0.09 -0.09 -0.25
P -0.4239 -2.0802 -1.0006 0.79 -2.51 0.38
C 0.9240 -2.6189 0.0868 0.18 0.35 0.19
C -1.7272 -3.3371 -0.7084 -0.31 0.26 0.00
H -0.6505 -2.3038 -3.3830 0.14 -0.09 0.11
H 0.5106 -3.4897 -2.6980 -0.06 0.45 0.02
H 1.0010 -1.7806 -2.9389 0.04 -0.13 0.14
C 0.1714 -2.4390 -2.6703 -0.17 -0.07 -0.51
H -2.6549 -3.0523 -1.2228 0.16 -0.22 0.09
H -1.3793 -4.3088 -1.0870 -0.05 0.24 0.10
H 1.3465 -3.5641 -0.2823 -0.25 0.21 -0.02
H 0.5460 -2.7766 1.1037 0.06 0.09 -0.19
H -1.9290 -3.4183 0.3718 0.08 0.03 -0.37
H 1.6981 -1.8497 0.1279 -0.03 -0.10 0.07
Cl -3.8599 -0.1827 -0.0613 0.83 0.07 -0.07
C -1.5388 0.0087 1.6189 1.40 -0.11 2.40
N -0.6723 0.0740 2.8041 -0.68 -0.04 -1.40
C -1.3240 0.2246 4.0976 -0.60 0.20 0.52
C 0.6756 0.1074 2.5640 2.21 0.03 1.09
O 1.0984 0.1615 1.3923 -1.09 -0.08 -0.65
N 1.6171 0.1117 3.5687 -1.57 -0.05 -1.16
C 1.4772 -0.2135 4.9763 0.00 -0.17 0.77
C 2.9778 0.2343 3.0815 0.46 0.15 -0.31
H -2.5544 0.0534 2.0025 0.15 -0.06 -0.47
H -1.3274 -0.9546 1.0614 -0.32 0.16 0.59
H -1.2965 0.8787 0.9212 -0.22 0.01 0.73
H -1.4117 -0.7265 4.6397 0.01 0.23 -0.19
H -0.7953 0.9524 4.7219 -0.18 -0.14 -0.26
H -2.3391 0.6080 3.9452 0.24 -0.04 0.02
H 2.1556 -1.0433 5.2251 -0.23 0.22 -0.10
H 1.7657 0.6523 5.5927 -0.12 -0.27 -0.16
H 0.4623 -0.5140 5.2461 0.62 0.00 -0.08
H 3.2365 -0.6313 2.4516 0.08 0.28 0.27
H 3.0704 1.1435 2.4658 0.16 -0.36 0.33
H 3.6449 0.2838 3.9451 -0.07 0.05 -0.25
```
Positions in Å, forces in eV/Å.

Properties
HOMO level (spin up / spin down) ... -16.6 / -16.6 eV
LUMO energy (spin up / spin down) ... -11.6 / -11.2 eV
Spin multiplicity ... 3
Total charge ... +3

***

# 3
Molecular formula: C3H8N3
Method: DFT, ωB97M-V/def2-TZVPD

```
14
Properties=species:S:1:pos:R:3:forces:R:3
C 1.5997 0.5209 0.3415 -0.34 -3.96 0.96
N 0.4117 0.4267 -0.4973 -0.05 0.35 -0.80
C -0.2334 -0.9463 -0.4755 0.23 0.63 -0.50
N -1.5379 -0.6629 -0.0164 -1.02 0.47 0.94
C -1.6344 0.6523 0.2719 2.74 0.07 1.10
N -0.5363 1.3385 0.0637 -2.37 0.84 -0.55
H 2.0221 1.4315 0.5701 0.27 2.35 -0.12
H 1.3140 -0.0060 1.2693 0.41 0.45 -0.20
H 2.2622 -0.1189 -0.2010 1.20 -0.30 0.11
H 0.7543 0.6426 -1.4632 -1.11 0.31 0.69
H 0.3947 -1.6533 -0.0035 0.34 -0.63 1.31
H -0.4029 -1.3108 -1.4224 0.56 -0.51 -2.67
H -2.0243 -1.2812 0.5899 -0.38 -0.70 0.28
H -2.3892 0.9669 0.9728 -0.48 0.63 -0.55
```
Positions in Å, forces in eV/Å.

Properties
SMILES string ... C[N@H+]1CNC=N1
HOMO level ... -14.5 eV
LUMO energy ... -3.5 eV
Total charge ... +1

***

# 4
Molecular formula: C26H37O6W
Method: DFT, ωB97M-V/def2-TZVPD

```
70
Properties=species:S:1:pos:R:3:forces:R:3
C 0.3606 -0.7868 -3.7268 0.26 -0.83 -0.90
C 0.1440 -1.4698 -2.3688 0.40 -0.16 0.38
C -0.0321 0.6991 -3.5705 -0.18 -0.24 0.06
C -0.8524 0.8279 -2.2439 0.04 0.46 0.81
H -0.6519 0.9650 -4.4323 0.30 0.14 0.17
H 0.8711 1.3269 -3.5680 -0.42 -0.14 0.20
C -1.0002 -0.6961 -1.7308 -0.15 -0.23 -0.87
H 1.0705 -1.4004 -1.7767 -0.25 0.10 -0.20
H -0.0897 -2.5400 -2.4959 0.16 0.27 0.08
C -1.3972 -1.1727 -0.3216 -0.31 -0.30 0.53
H -1.8775 -1.0079 -2.3301 -0.18 -0.29 0.32
H -1.8824 1.1506 -2.4953 0.13 -0.36 -0.07
C -0.3131 1.8639 -1.3516 -0.26 -0.26 -0.56
C 1.7879 -0.9777 -4.2230 0.69 -0.02 1.52
C -0.4284 -1.4302 -4.8763 -1.21 1.35 -0.48
O -0.9754 -0.7940 -5.7623 0.39 -0.81 0.84
O 2.7583 -1.1040 -3.4967 -0.74 0.15 -0.97
O 1.8614 -1.0192 -5.5655 0.53 0.09 0.09
O -0.4416 -2.7723 -4.8677 -0.02 -0.01 -0.23
C -1.0628 -3.3003 -6.0464 0.08 -0.17 0.11
H -0.9396 -4.3789 -5.9753 -0.05 0.02 -0.05
H -0.5635 -2.9016 -6.9336 -0.13 -0.11 0.08
H -2.1206 -3.0244 -6.0746 0.17 -0.06 -0.03
C 3.1767 -1.2629 -6.0619 0.08 -0.06 -0.18
H 3.8982 -0.5657 -5.6238 -0.16 -0.14 -0.12
H 3.1021 -1.1304 -7.1428 0.10 -0.03 0.15
H 3.4753 -2.2895 -5.8187 0.02 0.22 -0.06
O -0.5749 -0.9577 0.8428 -1.45 -0.10 -4.11
H -1.5021 -2.2722 -0.3943 -0.03 0.16 -0.06
H -2.4027 -0.7959 -0.1061 0.07 0.18 -0.01
C -1.2292 2.5142 -0.3877 0.12 -0.15 0.00
C 1.1415 1.9358 -1.1322 0.09 -0.02 0.06
H 1.6343 2.7592 -1.6820 0.52 0.08 0.06
H 1.6355 0.9987 -1.4271 0.32 0.07 0.01
H 1.3664 2.0864 -0.0664 0.22 0.12 0.16
H -0.7652 2.5955 0.6055 -0.09 0.15 0.20
H -2.1420 1.9184 -0.2501 -0.21 0.13 0.11
H -1.5354 3.5291 -0.6931 -0.32 0.33 0.28
W -0.3389 -0.2359 2.5318 3.43 0.15 2.98
C -2.1848 0.0345 4.2569 -0.69 -1.30 0.21
C -2.8852 -0.0658 3.0181 -0.15 -0.75 0.11
C -2.6398 -1.3615 2.4816 -1.18 -0.16 0.83
H -3.5975 0.6651 2.6366 0.36 -0.22 0.03
C -1.6702 -2.0191 3.3049 -0.51 0.77 -0.18
C -1.4051 -1.1557 4.4329 -1.28 0.80 -0.21
H -0.8628 -1.4348 5.3292 0.15 0.21 -0.27
H -2.3526 0.7941 5.0078 0.36 0.13 -0.37
H -3.1927 -1.8177 1.6709 0.43 0.20 -0.15
H -1.3157 -3.0389 3.1882 -0.01 0.31 -0.05
C 2.0407 0.4750 3.0311 0.44 -1.27 -0.39
C 1.5821 -0.4859 3.9840 0.30 0.46 -0.01
C 1.3191 -1.7103 3.2879 0.73 0.01 -0.97
H 1.6087 -0.3692 5.0657 -0.30 -0.01 -0.37
C 1.6432 -1.5059 1.9102 0.59 0.40 1.13
C 2.0273 -0.1359 1.7437 0.71 -0.13 0.60
H 2.3970 0.3152 0.8278 -0.37 -0.07 0.15
H 2.4583 1.4523 3.2512 -0.60 -0.08 -0.10
H 1.0402 -2.6567 3.7459 -0.01 0.33 -0.17
H 1.6927 -2.2747 1.1492 -0.55 0.28 0.03
C 0.0137 2.1067 5.5370 0.17 -0.15 0.37
C -0.3489 2.6222 4.1612 -0.57 -0.88 -0.93
C 0.5407 3.7933 3.8090 0.20 0.29 -0.19
O -0.3142 1.6316 3.1098 -0.18 1.37 0.80
H 1.0252 1.6936 5.5500 -0.05 0.06 -0.01
H -0.6773 1.3453 5.8933 0.14 -0.07 -0.02
H -0.0186 2.9342 6.2545 0.02 -0.04 -0.07
H -1.3880 2.9847 4.1983 0.02 0.01 0.04
H 1.5955 3.4947 3.7735 -0.17 0.03 -0.03
H 0.2691 4.2397 2.8510 0.03 -0.17 -0.02
H 0.4350 4.5657 4.5787 0.04 -0.03 -0.05
```
Positions in Å, forces in eV/Å.

Properties
HOMO level (spin up / spin down) ... -0.2 / -0.2 eV
LUMO energy (spin up / spin down) ... 2.4 / 2.4 eV
Spin multiplicity ... 3
Total charge ... -1